{"formula": "C38H40I2InN4O6Sb", "method": "the ωB97M-V functional and the def2-TZVPD basis", "charge": 0, "total_energy_ha": -3168.3584, "spin_multiplicity": 1, "orbital_gap_ev": 7.01, "e_lumo_ev": -0.37, "relative_energy_kcal_mol": 18.0, "fmax_ha_per_bohr": 0.0202, "symbols": ["In", "O", "C", "C", "C", "C", "C", "C", "C", "O", "N", "N", "C", "C", "C", "C", "C", "C", "C", "O", "H", "H", "H", "H", "H", "H", "H", "H", "H", "H", "I", "C", "C", "C", "I", "C", "C", "C", "C", "N", "C", "C", "O", "H", "H", "H", "H", "C", "C", "C", "C", "C", "C", "C", "O", "C", "C", "C", "H", "H", "H", "H", "H", "H", "H", "H", "H", "H", "H", "H", "C", "Sb", "C", "C", "H", "H", "H", "H", "H", "H", "H", "H", "H", "C", "C", "N", "O", "H", "H", "H", "H", "H"], "coordinates": [[1.1578, 0.1404, -0.1646], [1.5951, 4.3389, 1.9286], [2.4271, 4.8226, 0.9842], [2.5937, 6.2043, 0.9157], [3.4460, 6.7595, -0.0179], [4.1621, 5.9433, -0.8879], [3.9895, 4.5747, -0.8371], [3.1090, 3.9918, 0.0771], [2.8759, 2.5295, 0.0658], [2.0215, 2.0153, 0.9013], [3.5962, 1.8081, -0.7640], [3.2652, 0.4977, -0.6700], [4.1181, -0.4282, -0.8905], [3.8741, -1.8197, -0.5630], [4.7741, -2.7732, -1.0642], [4.7197, -4.0976, -0.6943], [3.7577, -4.4992, 0.2341], [2.8746, -3.5852, 0.7610], [2.8820, -2.2282, 0.3766], [2.0155, -1.4215, 0.9581], [1.5989, 3.3613, 1.8174], [2.0338, 6.8154, 1.6132], [3.5596, 7.8355, -0.0624], [4.8368, 6.3756, -1.6152], [4.5165, 3.9181, -1.5144], [5.1188, -0.1446, -1.2204], [5.5328, -2.4398, -1.7641], [5.4124, -4.8165, -1.1107], [3.6995, -5.5380, 0.5352], [2.1245, -3.8813, 1.4840], [0.7750, 4.0977, -3.6499], [-0.2111, 3.8426, -1.8203], [-0.9321, 4.9014, -1.2675], [-1.5863, 4.7434, -0.0747], [-2.6174, 6.4016, 0.7096], [-1.5395, 3.5163, 0.6189], [-2.1555, 3.2642, 1.8620], [-2.0250, 2.0416, 2.4635], [-1.2413, 1.0589, 1.8462], [-0.6625, 1.2617, 0.6849], [-0.7922, 2.4509, 0.0504], [-0.0942, 2.5982, -1.2033], [0.5809, 1.6177, -1.7024], [-0.9564, 5.8535, -1.7790], [-2.7142, 4.0549, 2.3441], [-2.5022, 1.8321, 3.4105], [-1.0702, 0.1012, 2.3235], [-4.0756, -4.7604, 5.4507], [-3.5427, -3.9553, 4.3008], [-2.2150, -3.5624, 4.2575], [-1.6795, -2.8811, 3.1688], [-0.2345, -2.4695, 3.2508], [-2.5235, -2.5611, 2.0906], [-2.0564, -1.8707, 0.8764], [-0.9620, -1.9633, 0.3571], [-3.8895, -2.9145, 2.1412], [-4.8338, -2.5777, 1.0123], [-4.3686, -3.6146, 3.2320], [-3.4648, -4.6290, 6.3424], [-4.0678, -5.8216, 5.1921], [-5.1048, -4.4868, 5.6821], [-1.5625, -3.7930, 5.0928], [0.3773, -3.3188, 3.5579], [-0.1138, -1.7029, 4.0218], [0.1719, -2.0969, 2.3189], [-2.8121, -1.2245, 0.3948], [-4.4473, -2.9108, 0.0494], [-4.9980, -1.4994, 0.9529], [-5.7992, -3.0527, 1.1759], [-5.4130, -3.9057, 3.2533], [1.1858, -3.5832, -2.2135], [0.4102, -1.5874, -2.3681], [-1.3128, -2.3371, -3.4136], [1.5938, -1.0260, -4.0874], [0.8684, -4.1469, -3.0907], [0.7866, -4.0540, -1.3167], [2.2703, -3.5687, -2.1470], [-1.7409, -3.1370, -2.8123], [-0.9469, -2.7376, -4.3575], [-2.0537, -1.5632, -3.5839], [0.9622, -0.8458, -4.9560], [2.2961, -1.8292, -4.3059], [2.1452, -0.1158, -3.8524], [-1.5606, 1.4000, -4.0449], [-2.3163, 1.2231, -2.7526], [-3.3349, 2.0957, -2.5505], [-2.0460, 0.3566, -1.9343], [-1.7085, 2.3879, -4.4754], [-1.8907, 0.6480, -4.7652], [-0.5021, 1.2439, -3.8457], [-3.5704, 2.7942, -3.2304], [-3.8644, 2.0583, -1.6968]], "mulliken_charge": [1.51, -0.76, 0.41, -0.56, -0.38, -0.75, -0.53, 0.13, 1.25, -1.09, -1.13, 0.57, -0.69, 0.63, -0.78, -0.73, -0.53, -0.34, 0.76, -0.86, 0.36, 0.46, 0.40, 0.40, 0.46, 0.49, 0.38, 0.38, 0.39, 0.30, -0.01, -0.53, -0.27, -0.37, 0.02, 1.47, -1.19, -1.41, -0.29, 0.45, 0.08, 0.43, -0.76, 0.49, 0.25, 0.54, 0.40, -1.59, 0.72, -0.86, 1.07, -1.75, 0.90, -0.59, 0.07, 0.70, -1.70, -0.77, 0.37, 0.30, 0.39, 0.43, 0.67, 0.38, -0.50, 0.38, 0.36, 0.34, 0.40, 0.36, -1.35, 1.01, -1.34, -1.41, 0.52, 0.34, 0.32, 0.41, 0.44, 0.27, 0.42, 0.49, 0.31, -0.99, 0.61, -0.29, -0.34, 0.45, 0.33, -0.11, 0.19, 0.23]}